Arrangement A

ORCA calculation (the ωB97M-V functional and the def2-TZVPD basis) on a single C5H9NS molecule.

- SMILES string = C=CC[C@H](S)N=C
- HOMO level (eV) = -9.09
- HOMO-LUMO gap (Ha) = 0.36815

Atoms and positions in Å:
H (0.036, 0.884, 1.812)
H (0.282, -2.493, -0.380)
C (-1.566, 1.049, -0.866)
H (-0.764, 1.629, -1.498)
C (-1.101, 0.527, 0.277)
H (0.695, 1.845, 0.500)
H (-1.602, -0.146, 0.941)
S (2.923, 0.072, 0.482)
H (3.086, -0.410, 1.743)
H (1.095, -1.169, 1.080)
H (0.316, -2.141, -2.122)
C (0.632, -1.883, -1.181)
H (-2.537, 0.835, -1.291)
C (0.282, 0.817, 0.683)
C (1.138, -0.318, 0.421)
N (0.960, -0.745, -0.902)

---

Arrangement B

ORCA calculation (the ωB97M-V functional and the def2-TZVPD basis) on 2 unconnected molecules or ions with the total composition C5H9NS.

- HOMO level (eV) = -7.86
- HOMO-LUMO gap (Ha) = 0.30663

Atoms and positions in Å:
H (1.077, 1.359, 0.080)
S (-1.348, -0.154, -1.449)
H (-1.273, 0.734, 0.772)
H (-2.627, 1.410, -0.073)
H (1.004, -0.150, 3.176)
H (1.754, -2.126, -0.621)
H (-0.072, -2.284, -0.221)
C (-2.077, 0.569, 0.004)
N (0.265, -0.143, -1.408)
H (0.148, 1.880, -1.316)
H (-2.608, -0.314, 0.350)
C (1.066, -1.024, 1.102)
H (1.917, 1.337, -1.476)
C (0.917, 1.120, -0.971)
C (1.032, -0.601, 2.232)
C (0.825, -1.613, -0.182)

---

arrangement A wins, 211.1 kJ/mol ahead of the next structure.

---

Arrangement A

ORCA calculation (the ωB97M-V functional and the def2-TZVPD basis) on a gas-phase ion, C2H7N4O (charge +1).

- SMILES string = C[N@@H+]([O-])NN=C=[NH2+]
- HOMO level (eV) = -14.22
- total charge = +1
- HOMO-LUMO gap (Ha) = 0.39642

Atoms and positions in Å:
H (-1.715, 0.685, 1.302)
H (1.903, 0.064, 2.026)
H (-0.590, -1.600, -2.951)
C (0.951, -0.229, 1.788)
H (1.002, -1.280, 1.371)
N (-1.380, 0.032, -0.643)
H (0.109, 1.521, 1.295)
N (-1.141, 0.195, 0.595)
H (0.179, 0.082, -3.460)
C (-0.736, -0.147, -1.642)
N (0.471, 0.680, 0.764)
O (0.993, 0.680, -0.367)
H (0.290, -0.094, 2.710)
N (-0.336, -0.589, -2.789)

---

Arrangement B

ORCA calculation (the ωB97M-V functional and the def2-TZVPD basis) on a gas-phase ion, C2H7N4O (charge +1).

- HOMO level (alpha / beta) (eV) = -12.79 / -12.24
- total charge = +1
- HOMO-LUMO gap (alpha / beta) (Ha) = 0.29719 / 0.29370

Atoms and positions in Å:
C (-0.413, -1.801, 0.087)
H (1.756, 0.568, -3.005)
N (0.387, 0.167, -1.496)
H (0.052, -1.733, -0.907)
H (-0.661, -1.232, 1.948)
H (-1.268, 1.648, 2.168)
H (-0.475, -2.799, 0.501)
H (-0.016, 2.263, 1.285)
N (-0.356, 1.454, 1.763)
H (1.008, 1.947, -2.353)
C (-0.302, 0.424, 0.827)
N (-0.485, -0.868, 0.966)
O (0.248, 0.836, -0.274)
N (0.951, 0.892, -2.451)

---

arrangement B wins, 46.6 kJ/mol ahead of the next structure.

---

Arrangement A

ORCA calculation (the ωB97M-V functional and the def2-TZVPD basis) on 2 unconnected molecules or ions with the total composition C2H3BO2.

- SMILES string = C=C=O.B=O
- HOMO level (eV) = -9.02
- HOMO-LUMO gap (Ha) = 0.35142

Atoms and positions in Å:
H (0.488, -0.213, -0.120)
O (-1.801, -0.287, 0.345)
H (1.048, 0.903, -1.379)
C (1.299, 0.291, -0.517)
B (-2.919, -0.632, 0.387)
O (3.507, 0.488, 0.576)
C (2.445, 0.483, 0.065)
H (-4.067, -1.033, 0.644)

---

Arrangement B

ORCA calculation (the ωB97M-V functional and the def2-TZVPD basis) on a single C2H3BO2 molecule.

- SMILES string = B1OC=CO1
- HOMO level (eV) = -9.78
- HOMO-LUMO gap (Ha) = 0.39160

Atoms and positions in Å:
C (0.023, 0.984, 0.300)
C (-1.031, 0.172, 0.412)
O (-0.549, -1.183, -0.230)
H (0.214, 2.058, 0.609)
O (1.127, 0.394, -0.205)
H (-2.030, 0.208, 0.583)
H (1.475, -1.732, -0.924)
B (0.770, -0.901, -0.545)

---

arrangement B wins, 128.1 kJ/mol ahead of the next structure.

---

Arrangement A

ORCA calculation (the ωB97M-V functional and the def2-TZVPD basis) on a single CH6FN2OP molecule.

- SMILES string = CO[P@@](=N)(N)F
- HOMO level (eV) = -9.80
- HOMO-LUMO gap (Ha) = 0.38307

Atoms and positions in Å:
P (0.060, 0.153, -0.576)
O (0.634, 0.140, 0.878)
N (-0.932, 1.295, -0.987)
H (2.235, -0.558, -1.017)
N (1.398, -0.130, -1.435)
H (1.234, -0.429, -2.388)
H (-1.425, -0.235, 1.321)
H (-1.301, 1.348, -1.980)
H (-0.215, -0.891, 2.395)
C (-0.415, 0.024, 1.847)
H (-0.440, 0.896, 2.482)
F (-0.834, -1.614, -0.538)

---

Arrangement B

ORCA calculation (the ωB97M-V functional and the def2-TZVPD basis) on 2 unconnected molecules or ions with the total composition CH6FN2OP.

- HOMO level (alpha / beta) (eV) = -9.34 / -8.30
- HOMO-LUMO gap (alpha / beta) (Ha) = 0.30561 / 0.23519

Atoms and positions in Å:
H (2.386, 0.560, 1.960)
P (1.802, 0.434, -0.116)
H (-2.583, 0.719, 1.133)
H (-3.251, -0.444, -0.330)
H (-2.979, 1.183, -0.494)
H (0.836, -1.627, 0.383)
N (2.843, 0.672, 1.105)
C (-2.609, 0.315, -0.024)
H (0.904, -1.368, -1.236)
O (-1.336, 0.003, -0.547)
N (1.363, -1.168, -0.355)
F (2.625, 0.722, -1.479)

---

arrangement A wins, 357.7 kJ/mol ahead of the next structure.

---

Arrangement A

ORCA calculation (the ωB97M-V functional and the def2-TZVPD basis) on 2 unconnected molecules or ions with the total composition C3H12N4.

- HOMO level (eV) = -17.62
- total charge = +2
- HOMO-LUMO gap (Ha) = 0.39458

Atoms and positions in Å:
H (2.805, -0.903, 0.025)
H (-2.797, -0.806, 0.077)
H (-1.330, 2.689, 1.096)
C (-0.321, 0.240, -0.661)
N (2.478, -1.912, -0.066)
C (0.974, 0.439, -0.657)
H (2.652, 1.437, -0.177)
H (-0.722, 0.158, -1.602)
H (-0.351, 0.658, 1.325)
C (-1.103, 0.394, 0.617)
H (3.221, -2.577, -0.305)
H (-2.591, -0.449, 1.843)
H (2.335, -2.217, 0.868)
H (-1.275, 2.434, -0.569)
H (1.625, -2.013, -0.666)
N (-2.169, -0.363, 0.900)
N (2.146, 0.574, -0.463)
N (-1.632, 2.023, 0.268)
H (-2.639, 2.026, 0.215)

---

Arrangement B

ORCA calculation (the ωB97M-V functional and the def2-TZVPD basis) on a gas-phase ion, C3H12N4 (charge +2).

- SMILES string = [NH3+]N[C@@H]1CC[NH2+]N1
- HOMO level (eV) = -18.57
- total charge = +2
- HOMO-LUMO gap (Ha) = 0.42768

Atoms and positions in Å:
H (-0.631, 0.841, 1.284)
H (0.946, -0.517, -1.512)
H (3.180, -0.325, -0.299)
H (-2.234, 1.453, 0.791)
N (2.488, 0.269, 0.233)
H (-1.991, -1.230, 1.287)
H (-2.679, -0.777, -0.221)
H (-0.193, 1.960, -0.491)
N (-1.857, -0.706, 0.394)
N (-0.690, -1.309, -0.325)
N (1.304, -0.356, 0.592)
H (-1.024, -2.103, -0.942)
H (2.229, 1.067, -0.241)
H (1.368, -1.298, 0.961)
C (0.168, -0.372, -0.783)
C (-0.622, 1.006, -0.746)
H (2.859, 0.533, 1.161)
C (-1.480, 0.677, 0.571)
H (-1.143, 1.185, -1.713)

---

arrangement A wins, 232.3 kJ/mol ahead of the next structure.

---

Arrangement A

ORCA calculation (the ωB97M-V functional and the def2-TZVPD basis) on a gas-phase ion, C9H19N5 (charge +2).

- SMILES string = CC1(C)C[NH2+]C2=C1[C@@](C)(N)NC(=[NH2+])N2
- HOMO level (eV) = -16.33
- total charge = +2
- HOMO-LUMO gap (Ha) = 0.35957

Atoms and positions in Å:
H (-0.957, 0.171, 3.222)
H (-3.081, 3.481, -1.332)
H (1.574, -2.136, -0.853)
C (-0.099, 0.077, 0.179)
H (2.470, -1.114, 1.854)
N (-0.337, 0.113, 2.512)
H (0.697, -1.831, 2.591)
C (-1.921, 2.138, -0.258)
H (0.534, 0.986, -3.171)
C (0.801, 0.862, -2.081)
H (2.795, -0.852, 0.248)
H (-3.283, 3.652, 0.284)
N (-1.517, 1.515, -1.335)
C (0.773, -1.033, 0.616)
H (-2.065, 2.204, 1.786)
H (-2.023, 1.712, -2.266)
C (-0.457, 0.462, -1.309)
C (2.160, -0.510, 0.998)
C (0.868, -2.320, -0.185)
N (-0.990, -0.627, -1.950)
N (-2.900, 3.058, -0.407)
H (-1.900, -0.946, -1.841)
H (1.702, 0.068, -1.873)
C (-0.708, 0.713, 1.226)
H (1.322, 1.661, -1.483)
H (1.121, -3.055, 0.521)
N (-1.583, 1.770, 1.038)
H (0.614, 0.551, 2.803)
C (-0.030, -1.243, 1.991)
H (-0.029, -2.533, -0.718)
H (-0.899, -1.888, 1.776)
H (-0.487, -1.120, -2.624)
H (2.261, 0.550, 1.131)

---

Arrangement B

ORCA calculation (the ωB97M-V functional and the def2-TZVPD basis) on 2 unconnected molecules or ions with the total composition C9H19N5.

- HOMO level (eV) = -15.99
- total charge = +2
- HOMO-LUMO gap (Ha) = 0.31149

Atoms and positions in Å:
H (1.482, -0.188, -2.780)
N (0.383, 0.126, -1.105)
H (-3.233, -1.015, 0.473)
H (0.711, -4.185, 1.028)
H (-3.495, 2.032, -1.446)
C (-3.379, 0.082, 0.394)
H (-1.786, 2.459, -1.361)
H (-2.910, 2.870, -0.095)
H (-0.669, -1.590, 1.990)
C (1.563, -0.393, -1.629)
N (1.308, 0.979, 0.779)
H (2.293, -1.698, 0.756)
C (-2.330, 0.787, -0.369)
H (3.724, 1.148, 1.975)
N (-1.072, 0.835, 0.557)
H (-1.494, 1.425, 1.369)
C (1.282, -2.080, 0.880)
H (-0.093, -3.407, -0.421)
H (3.641, 0.192, -1.403)
H (1.760, -1.432, -1.488)
N (3.729, 1.058, 0.908)
C (0.112, -2.005, 1.391)
H (-3.579, 0.486, 1.414)
C (2.589, 0.734, 0.221)
C (0.130, 0.604, 0.165)
H (-2.177, 0.132, -1.228)
H (-0.483, 0.022, -1.596)
H (4.661, 1.226, 0.444)
N (2.637, 0.355, -1.029)
H (-4.337, 0.159, -0.125)
H (1.294, 1.347, 1.665)
C (-2.669, 2.189, -0.878)
C (0.410, -3.251, 0.544)

---

arrangement A wins, 195.0 kJ/mol ahead of the next structure.

---

Arrangement A

ORCA calculation (the ωB97M-V functional and the def2-TZVPD basis) on 2 unconnected molecules or ions with the total composition CH6NO.

- HOMO level (eV) = -14.20
- total charge = +1
- HOMO-LUMO gap (Ha) = 0.24068

Atoms and positions in Å:
H (-3.275, -0.589, 0.866)
N (1.857, 0.038, -0.032)
O (-2.922, -0.186, 0.070)
H (-1.118, -0.814, 0.745)
H (1.821, 1.078, 0.136)
C (-1.599, -0.312, -0.057)
H (2.176, -0.210, -0.996)
H (2.569, -0.213, 0.642)
H (-1.028, -0.139, -1.014)

---

Arrangement B

ORCA calculation (the ωB97M-V functional and the def2-TZVPD basis) on 2 unconnected molecules or ions with the total composition CH6NO.

- HOMO level (eV) = -14.28
- total charge = +1
- HOMO-LUMO gap (Ha) = 0.36771

Atoms and positions in Å:
H (-2.289, -1.482, 1.471)
C (-2.102, -0.616, 0.766)
H (2.625, 0.328, -0.611)
H (-2.791, -0.443, -0.055)
O (-0.954, -0.219, 0.703)
H (0.981, -0.288, -0.498)
H (1.297, 1.112, -1.470)
H (1.654, 1.093, 0.273)
N (1.579, 0.517, -0.579)

---

arrangement B wins, 155.1 kJ/mol ahead of the next structure.

---

Arrangement A

ORCA calculation (the ωB97M-V functional and the def2-TZVPD basis) on a single C8H13NO molecule.

- SMILES string = C[C@H]1[C@@]2(C)CC[C@@]12C(N)=O
- HOMO level (eV) = -9.12
- HOMO-LUMO gap (Ha) = 0.36546

Atoms and positions in Å:
N (-1.271, -1.045, 2.368)
H (3.035, 0.345, 0.250)
O (-2.716, -0.649, 0.725)
C (0.127, 0.061, -1.880)
C (-1.535, -0.667, 1.100)
H (-0.736, -0.418, 2.952)
C (0.901, 0.197, 0.486)
C (2.256, -0.431, 0.260)
H (0.396, -2.090, -1.193)
H (0.861, 0.756, 1.426)
H (-0.691, 2.474, 0.634)
H (-0.621, 0.407, -2.605)
C (0.029, 0.819, -0.555)
C (-0.308, -1.246, -1.169)
H (0.091, 2.936, -0.893)
H (1.114, 0.066, -2.365)
H (-1.289, -1.598, -1.507)
H (2.491, -1.139, 1.067)
H (-1.546, 2.239, -0.913)
H (-1.935, -1.737, 2.768)
C (-0.564, 2.189, -0.420)
H (2.318, -0.976, -0.691)
C (-0.407, -0.493, 0.156)

---

Arrangement B

ORCA calculation (the ωB97M-V functional and the def2-TZVPD basis) on a single C8H13NO molecule.

- SMILES string = CC1=C(C)OC(C)=C(C)N1
- HOMO level (eV) = -6.44
- HOMO-LUMO gap (Ha) = 0.27139

Atoms and positions in Å:
C (-1.610, 2.338, -0.183)
H (1.186, 3.175, 0.762)
C (0.598, 1.177, 0.248)
C (0.587, -1.199, 0.316)
H (-2.675, -2.129, 0.009)
H (2.485, -2.183, -0.004)
H (-2.670, 2.128, -0.008)
C (1.414, -2.408, -0.013)
H (1.202, 2.824, -0.988)
C (1.411, 2.414, 0.007)
C (-0.764, -1.140, 0.094)
C (-1.615, -2.344, -0.161)
O (-1.510, 0.000, 0.424)
H (1.181, -2.803, -1.010)
H (1.231, -3.194, 0.728)
H (-1.499, -2.673, -1.199)
H (-1.349, 3.170, 0.478)
H (2.270, 0.008, 0.534)
H (-1.356, -3.171, 0.507)
N (1.258, 0.010, 0.558)
H (2.485, 2.208, 0.044)
C (-0.762, 1.133, 0.081)
H (-1.499, 2.657, -1.223)

---

arrangement A wins, 9.5 kJ/mol ahead of the next structure.